# C29H54NO3S

A cluster of 4 separate species, C29H54NO3S in total at a distorted geometry (ωB97M-V/def2-TZVPD, OMol25).

The calculation puts the frontier orbital gap at 8.570 eV. The HOMO energy is -10.6773 eV. For the largest force on an atom, the calculation gives 4.77 eV/Å. The LUMO energy is -2.11 eV.

Geometry as ORCA input:
```
! RIJCOSX wB97M-V def2-TZVPD def2/J DEFGRID3
* xyz 1 1
C 1.48 -1.42 3.31
C 1.62 0.15 3.84
C 1.29 1.24 2.63
C -0.12 0.90 1.85
C 0.18 0.56 0.24
C -0.96 -0.55 -0.25
N -0.38 -1.96 -0.39
C -1.54 -2.97 -0.39
C -1.63 -3.86 0.99
C -0.73 -5.22 1.00
S -0.85 -6.28 -0.55
C 0.55 -2.11 -1.59
C 1.20 -3.62 -1.62
C 2.72 -3.70 -2.24
C 3.15 -5.17 -2.91
C 4.63 -5.49 -3.55
C 5.76 -4.30 -3.51
C 5.34 -2.82 -2.88
C 3.84 -2.50 -2.23
H 2.24 -2.10 3.88
H 0.35 -1.76 3.49
H 1.65 -1.41 2.14
H 2.76 0.28 4.13
H 0.99 0.36 4.82
H 1.21 2.31 3.14
H 2.20 1.31 1.86
H -0.71 0.04 2.40
H -0.79 1.88 1.96
H 1.28 0.21 0.05
H -0.10 1.57 -0.33
H -1.81 -0.49 0.58
H -1.43 -0.24 -1.31
H 0.21 -2.13 0.46
H -1.58 -3.61 -1.39
H -2.52 -2.29 -0.42
H -1.22 -3.17 1.87
H -2.74 -4.14 1.24
H 0.42 -4.99 1.24
H -1.08 -5.92 1.90
H -2.16 -6.30 -1.07
H -0.13 -1.88 -2.54
H 1.37 -1.28 -1.53
H 1.27 -3.98 -0.50
H 0.51 -4.29 -2.29
H 2.35 -6.06 -2.91
H 4.81 -6.59 -3.97
H 6.83 -4.56 -3.94
H 6.20 -2.00 -2.88
H 3.58 -1.45 -1.76
C -5.36 -1.56 -4.32
C -5.35 -0.54 -3.22
C -4.64 -1.28 -2.11
O -3.73 -2.20 -2.73
C -4.03 -2.25 -4.13
H -5.48 -1.13 -5.32
H -6.18 -2.27 -4.16
H -4.75 0.33 -3.53
H -6.34 -0.19 -2.93
H -5.35 -1.87 -1.51
H -4.09 -0.61 -1.44
H -3.23 -1.73 -4.67
H -4.05 -3.30 -4.46
C 3.79 6.31 4.82
C 4.04 5.00 5.53
C 3.01 4.10 4.88
O 2.81 4.57 3.55
C 3.44 5.86 3.42
H 4.65 6.99 4.85
H 2.93 6.82 5.28
H 5.05 4.64 5.30
H 3.94 5.06 6.61
H 2.05 4.16 5.41
H 3.33 3.05 4.86
H 4.34 5.73 2.81
H 2.77 6.55 2.91
C -2.30 5.75 -1.02
C -2.06 4.44 -0.32
C -3.09 3.54 -0.96
O -3.28 4.02 -2.30
C -2.65 5.30 -2.42
H -1.45 6.43 -0.99
H -3.16 6.26 -0.57
H -1.05 4.08 -0.55
H -2.16 4.50 0.77
H -4.05 3.60 -0.44
H -2.77 2.49 -0.99
H -1.75 5.17 -3.03
H -3.33 5.99 -2.93
*
```